1.
DFT (ωB97M-V with the def2-TZVPD basis set) results for one molecule with the formula C16H16Cl3N3O2S2.

Each line ends with the Löwdin charge.
Atoms and positions in Å:
C -1.14 -1.37 -1.96  -0.01
C 2.38 0.00 5.47  -0.05
H 0.88 1.76 4.08  0.13
C -3.14 -0.22 -2.95  -0.26
H -3.66 -0.79 -5.58  0.08
H -0.66 -2.36 -1.78  0.12
O -5.72 -0.83 -3.02  -0.30
S 3.02 -0.47 0.44  0.90
H 1.15 -1.90 -0.34  0.09
H 1.82 -2.28 4.62  0.13
H 3.32 0.44 5.04  0.10
N -4.37 -1.18 -4.98  -0.06
C 1.23 -0.96 0.18  -0.40
N 0.65 0.05 -0.83  -0.06
N 1.37 -0.20 4.43  -0.19
H -5.20 -1.34 -5.43  0.04
H -2.96 1.91 -2.91  0.12
C -2.49 0.97 -2.60  -0.06
C 0.52 -0.86 1.58  -0.26
C 1.16 -1.88 2.60  -0.03
C 1.45 1.14 -1.12  -0.17
H 0.27 1.34 1.76  0.08
H -2.80 -2.47 -2.74  0.14
H 1.31 -2.91 2.38  0.08
Cl 4.78 1.86 0.74  0.50
C -2.44 -1.42 -2.48  -0.04
S -4.73 -0.15 -3.80  0.60
C 1.49 -1.46 3.91  -0.11
C 2.55 1.19 -0.36  -0.62
H -0.40 -1.16 1.41  0.07
H 2.65 -0.95 6.04  0.10
Cl 4.25 2.21 -2.09  0.65
C 0.87 0.77 3.64  -0.11
H -0.94 2.01 -1.50  0.14
H 1.98 0.73 6.17  0.08
O -5.19 1.16 -4.31  -0.31
Cl 2.98 3.97 -0.20  0.61
C -0.57 -0.12 -1.56  -0.20
C -1.30 1.00 -1.85  -0.04
H 1.45 1.93 -1.94  0.15
C 3.54 2.35 -0.53  -1.61
C 0.64 0.53 2.33  -0.02

Spin multiplicity: 1
SMILES string: CN1C=CC([C@@H]2SC(C(Cl)(Cl)Cl)=CN2c2ccc(S(N)(=O)=O)cc2)C=C1
HOMO-LUMO gap (eV): 7.80


2.
DFT (ωB97M-V with the def2-TZVPD basis set) results for an isolated ion of composition C14H35N3O3P3 and charge -1.

Each line ends with the Löwdin charge.
Atoms and positions in Å:
H -0.11 2.34 0.82  0.08
H 4.61 -0.70 -0.08  0.06
H -3.63 -1.18 0.78  0.11
H -1.13 -2.31 -0.61  0.06
H 2.18 2.32 -1.14  0.10
C 0.73 2.88 0.37  -0.23
H 2.08 2.39 3.54  0.10
C 0.19 1.98 -1.91  -0.43
H -3.97 1.58 -1.00  -0.07
H 4.99 -2.50 -0.07  0.07
H -0.38 2.90 -1.79  0.02
H 0.40 3.84 -0.02  0.10
H -2.44 -1.45 -2.70  0.06
H 3.26 -1.19 2.01  0.11
C 0.31 -2.22 1.86  -0.17
C 1.26 2.53 2.83  -0.31
N -3.07 3.01 -2.78  -0.42
H -0.86 -3.70 0.92  0.11
H 0.29 -1.59 2.75  0.12
P -2.74 2.12 -1.49  0.51
H 1.29 -1.00 -4.61  0.01
C 2.40 -2.98 1.02  -0.52
C 1.22 1.97 -0.76  -0.31
H 0.57 -2.99 -2.32  0.00
C -2.25 -2.35 1.92  -0.20
H 0.08 3.15 4.36  0.05
H -0.86 -3.79 2.66  0.11
H 1.32 0.97 -0.33  0.05
H -0.79 0.37 -0.46  -0.02
C 3.36 -1.88 1.17  -0.07
H -3.37 -0.50 -1.58  0.03
H 2.73 2.62 1.23  0.10
P -1.09 0.52 -1.90  0.31
H -2.79 -2.77 -0.84  0.11
N 1.30 -0.23 -3.94  -0.24
H 2.27 -0.03 -3.76  -0.01
H -1.37 0.70 -3.32  -0.02
C -2.14 -1.91 -0.62  -0.30
H -2.52 2.68 -3.57  -0.10
C 1.77 3.07 1.50  -0.21
H 0.40 -1.61 0.97  0.11
H -3.02 -3.12 1.97  0.10
O 0.12 -2.36 -2.90  -0.38
P 0.68 -0.84 -2.42  0.71
C 4.37 -1.70 0.29  0.07
H -0.65 3.22 2.94  0.06
H 0.81 1.55 2.63  0.10
H -2.27 -1.78 2.85  0.10
C -0.92 -3.09 1.82  -0.20
O 1.46 -3.11 2.00  -0.04
H -2.35 3.01 -0.44  -0.07
N 0.24 3.43 3.40  -0.01
H 0.66 2.06 -2.90  0.04
C -2.37 -0.91 -1.76  -0.41
H -2.06 -0.44 0.95  0.08
O 2.42 -3.73 0.08  0.11
C -2.55 -1.39 0.75  -0.23
H 1.91 4.14 1.64  0.10

Spin multiplicity: 1
Total charge: -1
HOMO-LUMO gap (eV): 5.14


3.
DFT (ωB97M-V with the def2-TZVPD basis set) results for a 2-piece molecular cluster, C7H11F3O8S overall.

Each line ends with the Löwdin charge.
Atoms and positions in Å:
C 0.90 1.02 0.95  -0.09
C 4.30 -0.98 1.35  -0.51
F 5.47 -0.85 0.61  0.13
H 3.34 -0.02 -1.33  0.15
H -4.25 0.98 -0.53  0.10
O -2.90 -0.60 -0.46  -0.01
H 1.43 0.80 1.95  0.15
O 2.49 2.63 0.22  -0.25
C 1.96 1.33 -0.23  -0.20
H 4.15 1.11 -0.04  0.15
O 0.81 4.31 -0.48  -0.29
C -3.71 -1.57 -0.92  -0.61
H -4.36 -3.27 -2.82  0.10
H -4.13 0.12 1.05  0.10
O -2.95 -2.51 -1.49  0.00
H -4.24 -4.13 -1.24  0.10
H 0.09 0.27 0.68  0.15
O -4.91 -1.58 -0.84  0.13
C 3.29 0.42 -0.27  -0.07
O 1.58 4.53 1.91  -0.26
O 3.13 -0.69 0.65  0.00
H 1.52 1.64 -1.24  0.17
H -2.83 1.19 0.51  0.09
H -2.97 -4.31 -2.46  0.09
C -3.58 0.48 0.18  -0.04
F 4.34 -0.29 2.57  0.11
O 0.28 2.32 1.29  -0.25
C -3.69 -3.61 -2.03  -0.05
S 1.24 3.62 0.78  0.80
F 4.22 -2.34 1.70  0.10

Spin multiplicity: 1
SMILES string: O=S1(=O)OC[C@H](COC(F)(F)F)O1.COC(=O)OC
HOMO-LUMO gap (eV): 11.60


4.
DFT (ωB97M-V with the def2-TZVPD basis set) results for one molecule with the formula C3H2FNO.

Each line ends with the Mulliken spin population.
Atoms and positions in Å:
C 2.85 -0.20 0.23  0.05
H -0.40 0.52 -0.14  0.00
H 0.51 -0.88 1.02  0.04
F 0.07 -1.40 -0.83  0.05
C 0.37 -0.38 0.02  0.18
O 1.53 1.57 -0.72  0.93
N 3.75 -0.88 0.43  0.23
C 1.68 0.49 -0.26  0.52

Spin multiplicity: 3
HOMO-LUMO gap (alpha / beta) (eV): 8.75 / 8.15


5.
DFT (ωB97M-V with the def2-TZVPD basis set) results for C25H34N3O3PPbS4 as an isolated structure.

Each line ends with the Löwdin charge.
Atoms and positions in Å:
H -1.80 3.45 3.32  0.06
S 0.84 -0.57 2.24  0.22
O -1.24 0.82 3.86  -0.35
O -1.93 -1.11 2.49  -0.35
C 4.10 0.38 -3.18  -0.03
H 2.70 -6.25 -1.26  0.06
S -1.78 1.43 1.04  0.21
P -1.02 0.20 2.41  -0.16
H 5.29 1.79 -4.17  0.09
H 0.33 -5.68 -2.10  0.13
N 0.27 -3.72 -1.16  -0.11
C -1.87 1.84 -2.72  -0.45
H -2.18 0.78 -2.76  0.08
H 1.63 3.72 -1.75  0.10
C 0.65 4.22 -1.74  -0.05
C 2.10 -5.50 -0.81  -0.06
O 2.60 -0.47 -1.10  -0.28
N 1.72 -2.30 -2.22  0.11
H -0.62 1.77 5.57  0.14
S -0.50 -1.23 -1.21  0.61
H -4.25 0.58 2.44  0.07
H 3.77 -1.39 -6.53  0.10
H -1.74 -3.42 -0.62  0.07
H 1.42 6.16 -1.08  0.11
H -2.78 6.28 -2.08  0.11
C -1.77 4.31 -2.31  -0.45
H -3.84 -2.15 5.12  0.10
C -0.54 3.59 -2.15  -0.33
H 4.12 0.81 -2.17  0.12
C -0.69 2.05 4.52  -0.41
C 3.73 -0.85 -5.59  -0.08
C -3.98 0.02 3.36  -0.08
H 1.34 1.57 4.02  0.05
C 3.14 -1.40 -4.49  -0.03
C -1.86 5.69 -2.02  -0.10
H -3.50 0.75 3.94  0.04
C 1.03 -4.86 -1.74  -0.20
S -2.98 3.18 -2.85  1.03
H -1.43 4.02 4.93  0.09
H 1.57 -5.85 0.07  0.06
C 2.47 -1.20 -2.14  -0.45
C -0.93 -4.12 -0.43  -0.24
H -0.51 -3.11 1.44  0.03
H 2.54 -2.32 -4.46  0.12
H -2.53 -3.00 4.25  0.08
H -3.73 -1.89 2.54  0.13
N -0.68 2.20 -2.34  -0.07
H -1.67 -4.49 1.61  0.08
H 1.47 -4.48 -2.65  0.09
H 0.14 -4.72 1.40  0.06
C 0.63 -2.47 -1.52  -0.73
H -5.00 -0.24 3.74  0.10
Pb 0.91 0.92 -0.28  0.98
H 1.00 3.28 4.56  0.09
H -2.18 -1.47 5.05  0.06
C -1.74 3.13 4.35  -0.06
C 4.64 0.98 -4.29  -0.07
C 3.30 -0.75 -3.28  -0.15
C 4.51 0.31 -5.50  -0.07
H -2.70 2.75 4.71  0.08
H 2.79 -4.68 -0.55  0.08
C -3.21 -1.25 3.22  -0.42
H 5.02 0.67 -6.38  0.10
H -1.30 -5.06 -0.83  0.11
C -2.90 -2.00 4.50  -0.03
H -0.73 7.36 -1.24  0.11
C -0.72 6.31 -1.57  -0.09
H 0.60 2.82 2.91  0.08
C 0.53 5.59 -1.43  -0.06
C 0.66 2.43 3.96  -0.09
C -0.75 -4.14 1.10  -0.06

Spin multiplicity: 1
HOMO-LUMO gap (eV): 8.29


6.
DFT (ωB97M-V with the def2-TZVPD basis set) results for C19H18B11Br6N3Ni as an isolated structure.

Each line ends with the Mulliken spin population.
Atoms and positions in Å:
B 3.55 -0.89 2.48  0.02
Br 1.15 -1.68 0.32  0.00
H 0.28 3.07 -6.00  0.00
H 2.20 0.96 -0.87  0.02
Br -0.21 1.52 1.01  0.01
H 4.98 1.02 2.83  0.00
B 3.19 1.24 4.38  0.02
C -0.07 1.17 -3.19  0.02
C -3.13 -2.62 1.52  -0.02
C 0.52 2.07 -4.10  -0.03
H 3.74 1.94 5.14  0.00
Br 1.59 -0.45 6.65  0.42
H 3.50 0.79 0.60  0.00
C -1.36 0.61 -3.44  0.02
C -5.04 -1.94 -2.84  -0.04
C 1.73 1.29 -1.78  -0.01
N -1.77 -0.19 -2.41  0.36
H -2.99 0.59 -4.87  0.00
C -4.17 -2.86 0.66  0.02
N 0.53 0.80 -2.04  -0.02
H 3.36 2.57 -2.32  0.00
B 3.69 -0.47 4.19  0.07
C -4.14 -2.30 -0.63  -0.04
Br -0.95 -0.79 3.89  0.00
Br 0.26 2.68 4.73  0.13
C 1.78 2.60 -3.77  0.02
C -1.40 1.83 -5.53  -0.04
H 2.25 3.32 -4.43  0.00
C 3.96 0.70 2.99  -0.02
C -3.93 -1.16 -3.20  0.17
H -6.02 -3.09 -1.33  0.00
B 2.98 0.57 1.63  0.03
H -3.89 -0.80 -4.21  -0.01
C -2.06 -1.83 1.08  0.00
C 2.39 2.20 -2.61  -0.02
Ni -0.59 -0.23 -0.88  -0.01
B 2.08 -0.08 4.82  0.07
H 4.34 -1.59 1.96  0.00
H -1.24 -1.65 1.76  0.01
H 4.57 -0.89 4.84  0.00
N -2.00 -1.29 -0.12  -0.02
C -0.17 2.38 -5.29  0.18
B 1.30 0.91 2.19  0.01
H 2.99 2.98 2.49  0.00
B 0.89 -0.29 3.46  0.00
C -5.16 -2.49 -1.59  0.19
B 1.45 1.39 3.91  0.08
H -5.02 -3.46 0.96  0.00
B 1.85 -0.74 1.95  0.00
C -2.92 -0.92 -2.27  0.04
B 2.72 1.87 2.78  0.05
H -3.11 -3.03 2.52  0.00
C -3.03 -1.51 -0.98  0.03
H -1.93 2.07 -6.45  0.00
B 2.26 -1.44 3.57  0.06
Br 2.00 -3.30 4.02  0.08
C -2.01 0.96 -4.63  0.17
H -5.81 -2.11 -3.58  0.00

Spin multiplicity: 3
Total charge: +2
HOMO-LUMO gap (alpha / beta) (eV): 7.37 / 3.92


Calculated maximum force, 6.31 1.41 4.65 9.05 2.50 1.11 eV Å⁻¹ (same order as the records).